1.
Here is a cluster of 8 separate species, C16H48O8 in total from the Open Molecules 2025 dataset. Energies are from ωB97M-V with the def2-TZVPD basis set.

```
72
Properties=species:S:1:pos:R:3:forces:R:3:lowdin_charge:R:1
O 5.86759 -0.43923 1.33042 0.335 0.093 -0.030 -0.0950
O 9.54261 -4.79656 -0.04824 0.307 0.083 0.082 -0.0848
O 10.66714 -2.68692 3.72407 -0.242 -0.045 0.020 -0.0661
O 14.74499 -6.22181 3.34803 -0.090 -0.075 -0.104 -0.0808
O 13.06593 1.09137 8.56569 -0.238 0.229 -0.197 -0.0931
O 14.76960 0.45618 1.56498 0.047 -0.069 -0.027 -0.0748
O 7.40733 -0.40535 9.97621 -0.210 -0.032 -0.076 -0.0742
O 6.75733 -0.56622 5.08893 0.090 -0.122 -0.237 -0.0824
C 10.53805 -0.45548 4.53601 0.377 0.219 0.634 -0.0641
C 8.73578 -0.82621 9.73498 0.345 0.210 0.232 -0.3292
C 6.88074 0.76133 5.56699 -0.474 -0.243 0.441 -0.3343
C 12.63364 2.27191 7.87073 0.757 -0.242 0.083 -0.2996
C 9.31551 -0.34665 8.42644 0.801 0.091 -0.300 -0.0979
C 13.28030 2.38988 6.48542 -0.368 0.632 0.367 -0.0860
C 14.72885 -4.84228 3.69905 -0.192 -0.055 0.143 -0.3211
C 11.63847 -5.92296 -0.59794 0.474 -0.219 -0.499 -0.0985
C 7.18936 -0.37415 0.75802 -0.269 -0.049 -0.005 -0.3110
C 10.85883 -5.12198 0.41469 -0.455 -0.390 -0.158 -0.3262
C 16.00205 -4.13427 3.28549 0.514 0.051 -0.708 -0.0870
C 11.43905 -1.52848 3.98600 0.421 -0.091 -0.447 -0.3397
C 8.08843 -1.26319 1.58235 -0.292 -0.191 0.305 -0.0852
C 6.56173 1.81442 4.53306 0.350 0.012 -0.297 -0.0857
C 15.37869 0.52563 2.84445 0.026 0.290 0.440 -0.3072
C 14.83811 -0.52135 3.81205 -0.518 -0.537 -0.166 -0.0920
H 11.94765 -1.18379 3.07171 -0.173 -0.035 -0.018 0.1001
H 10.77306 -5.70133 1.33985 0.176 0.245 0.168 0.1102
H 9.65711 -0.27081 3.92780 -0.047 -0.176 -0.023 0.0587
H 11.21060 -3.36182 3.30869 0.065 0.039 0.012 0.0660
H 11.55129 2.20748 7.81297 -0.058 -0.093 -0.036 0.0946
H 16.02408 -3.99546 2.19959 -0.166 0.003 0.057 0.0794
H 6.78827 2.80339 4.93475 -0.213 0.050 -0.021 0.0746
H 11.26271 -6.94080 -0.72971 -0.176 0.078 0.087 0.0725
H 13.96746 -0.15130 4.35772 0.133 0.087 0.111 0.0419
H 5.32515 0.22603 0.89929 -0.060 -0.028 -0.040 0.0744
H 7.13545 1.69485 3.60999 0.089 -0.115 0.101 0.0682
H 15.09720 -6.74426 4.07333 0.066 0.119 0.006 0.0811
H 12.64372 3.00662 5.84434 -0.048 -0.297 -0.151 0.0738
H 10.26055 -0.73909 5.55305 -0.369 0.031 -0.117 0.0677
H 12.69084 -6.02428 -0.31428 -0.095 0.068 0.136 0.0735
H 7.42146 0.55533 10.01788 -0.106 0.004 0.001 0.0789
H 15.55258 -0.94046 4.52066 0.170 0.426 0.088 0.0711
H 8.76116 -0.65655 7.54149 -0.169 -0.174 0.148 0.0585
H 9.46153 0.73756 8.36345 -0.293 0.019 0.236 0.0670
H 7.82012 -2.31217 1.45003 0.088 0.013 -0.119 0.0804
H 7.93878 -1.05124 2.64376 0.119 0.113 -0.047 0.0513
H 8.76149 -1.91447 9.76457 -0.287 -0.032 -0.023 0.1130
H 6.03092 -0.61152 4.45821 -0.009 -0.002 -0.025 0.0763
H 11.62066 -5.43671 -1.57626 -0.068 0.042 0.075 0.0770
H 16.13669 -3.14602 3.72190 -0.185 -0.033 0.184 0.0477
H 14.50407 -4.72078 4.76365 0.166 0.002 0.013 0.1122
H 7.54712 0.66181 0.75421 -0.005 -0.020 0.081 0.1044
H 13.44105 1.39996 6.06705 -0.065 0.017 -0.199 0.0525
H 12.24208 -1.75889 4.69941 -0.102 0.054 0.066 0.1035
H 10.33444 -0.74920 8.35795 -0.120 -0.053 -0.141 0.0777
H 14.21686 2.94934 6.53558 0.183 -0.328 0.084 0.0704
H 16.45374 0.43109 2.70307 -0.028 -0.202 -0.210 0.1106
H 11.36872 -4.17914 0.59538 -0.114 0.120 0.161 0.1050
H 12.90229 3.15093 8.46650 -0.224 0.044 -0.010 0.1067
H 11.09383 0.48280 4.63477 0.023 -0.025 -0.105 0.0706
H 9.04251 -5.61598 -0.09966 -0.040 0.002 -0.027 0.0785
H 7.88568 0.81597 5.98502 0.077 0.271 -0.187 0.0885
H 16.90393 -4.71886 3.48130 -0.168 -0.097 0.385 0.0749
H 6.17992 0.90704 6.40318 0.165 -0.020 0.061 0.1111
H 13.83301 0.64589 1.67545 -0.021 -0.002 -0.058 0.0789
H 14.02710 1.07354 8.54770 0.033 0.012 0.045 0.0759
H 13.87483 -4.42055 3.16241 0.053 0.071 0.002 0.0981
H 9.14169 -1.13882 1.33821 0.012 0.019 -0.085 0.0754
H 9.37605 -0.48556 10.56005 0.053 -0.045 -0.072 0.1108
H 14.46517 -1.39165 3.26113 0.159 0.132 -0.192 0.0616
H 5.50667 1.74512 4.26090 -0.025 0.180 0.052 0.0772
H 15.22335 1.52833 3.26488 0.059 -0.065 0.029 0.1062
H 7.14864 -0.71656 -0.28202 0.054 0.030 0.021 0.1071
```
Positions in Å, forces in eV/Å.

Output
Strongest force on any atom ... 0.88 eV Å⁻¹
Gap between HOMO and LUMO ... 10.3877 eV
SMILES ... CCO.CCO.CCO.CCO.CCO.CCO.CCO.CCO
E_tot ... -33747.7258 eV
Total charge ... 0

2.
Here is a structure of composition C27H28IIrN3O2PS from the Open Molecules 2025 dataset. Energies are from ωB97M-V with the def2-TZVPD basis set.

```
64
Properties=species:S:1:pos:R:3:forces:R:3:lowdin_charge:R:1
Ir -0.62745 -0.32435 -1.27953 0.083 -0.082 -0.017 0.9808
I -3.61706 3.56308 -0.81737 -0.012 -0.053 0.003 0.9524
S -1.55493 -2.47834 -1.79571 -0.039 0.053 0.120 0.7370
P -0.51507 -0.54690 0.96260 -0.016 0.050 -0.201 1.0036
O -0.17489 1.70595 -1.00934 0.252 -0.040 0.295 -0.1754
O 3.53109 -0.76833 -1.18338 -0.025 0.031 0.046 0.0591
N 1.35529 -0.62093 -1.48777 -0.097 0.092 -0.001 -0.0447
N -0.18660 3.91643 -0.90929 0.007 0.027 0.022 0.2240
N -2.91311 -0.09622 -1.31190 -0.281 0.269 -0.027 0.0500
C -0.80500 -4.75363 2.70838 -0.026 0.010 0.021 -0.0351
C -1.24432 1.82377 2.22429 -0.032 -0.033 -0.001 -0.0958
C -3.03764 0.27320 1.75396 0.001 -0.036 0.040 -0.1120
C 1.26471 0.12060 2.90256 0.031 -0.020 -0.067 -0.0674
C 2.34623 -0.49337 -0.67282 -0.026 0.022 0.047 -0.2893
C 3.36144 -1.16615 -2.56886 0.006 -0.018 -0.055 -0.0157
C -0.75532 -2.20841 1.60181 0.032 -0.010 0.050 -0.3497
C 2.32131 -0.12866 0.75081 -0.054 0.034 0.062 -0.1091
C 0.02064 -3.23120 1.04895 0.025 0.008 -0.037 -0.1305
C -0.00746 -4.49849 1.59844 0.010 0.021 -0.033 -0.0471
C 1.84904 -1.07111 -2.81410 0.000 -0.012 0.007 -0.2403
C 3.55603 0.12732 1.35160 -0.079 -0.023 -0.053 0.0216
C -2.60547 -1.20944 -1.55659 0.121 -0.287 -0.105 -0.8179
C -3.93580 1.13680 2.36007 0.019 -0.038 -0.025 -0.0590
C 1.94216 1.29745 -3.76359 -0.057 0.005 0.064 -0.0319
C -2.03103 2.87615 -2.06319 -0.042 -0.026 0.036 -0.5639
C -0.09170 -0.15400 -4.13016 0.047 -0.088 -0.023 -0.0614
C 3.64147 0.39285 2.70647 -0.025 0.004 0.055 -0.0157
C 1.42186 -0.12624 -3.94072 0.022 0.039 0.005 -0.3569
C -1.67951 0.59660 1.71379 0.096 0.086 -0.001 -0.3515
C -1.53411 -2.46153 2.73058 0.015 0.034 -0.077 -0.0606
C -3.49029 2.33040 2.90947 0.020 0.010 -0.020 -0.0643
C -1.55948 -3.73824 3.27396 -0.001 -0.029 -0.004 -0.0407
C 2.49591 0.37692 3.48611 0.045 0.004 -0.017 -0.0155
C 1.15206 -0.10671 1.53223 0.052 -0.052 -0.048 -0.2505
C -2.14937 2.68128 2.82618 -0.023 0.008 -0.010 -0.0649
C -0.76199 2.78652 -1.28055 0.035 -0.037 -0.202 -0.5992
H -2.11164 -1.67700 3.19716 -0.024 0.050 -0.006 0.1058
H -4.19144 2.99435 3.39638 -0.014 0.011 0.010 0.1220
H 0.59054 -5.28871 1.16613 0.007 -0.008 -0.002 0.1192
H -2.16874 -3.93419 4.14530 -0.006 -0.004 0.006 0.1209
H -0.62960 4.80486 -1.08473 -0.010 -0.001 0.026 0.1279
H 2.55587 0.55617 4.55079 0.005 -0.003 0.011 0.1271
H -1.93385 3.60042 -2.86777 0.038 -0.006 -0.010 0.0689
H -0.48730 -1.16111 -4.24803 -0.007 -0.019 -0.023 0.0736
H 3.75715 -2.17350 -2.66885 -0.017 0.014 0.005 0.1461
H 1.62300 1.91767 -4.60025 -0.016 0.016 -0.001 0.0974
H -1.80798 3.61992 3.24083 0.010 0.007 0.003 0.1192
H -2.31857 1.90732 -2.45312 -0.027 0.017 0.029 0.0084
H -0.19794 2.09454 2.18145 -0.020 0.036 -0.013 0.1050
H 0.66978 3.89769 -0.37778 0.004 -0.010 -0.007 0.1424
H 0.38162 0.09422 3.52766 -0.002 -0.015 0.010 0.1210
H 3.94606 -0.48192 -3.17775 0.003 -0.025 -0.017 0.1331
H -3.39779 -0.65097 1.32209 -0.001 -0.036 0.043 0.1078
H -4.98315 0.87270 2.40674 -0.012 -0.003 -0.003 0.1229
H 0.65472 -3.03607 0.18872 -0.028 -0.002 0.035 0.0888
H 1.56528 1.74652 -2.84003 0.011 -0.028 -0.048 0.0681
H -0.64420 0.35529 -3.30465 -0.013 0.068 0.094 0.0296
H 3.02958 1.33913 -3.73900 0.031 0.023 0.009 0.0843
H 4.45277 0.10523 0.75065 0.007 -0.003 -0.011 0.1320
H 4.60544 0.58909 3.15444 0.005 0.010 0.007 0.1269
H -0.83095 -5.74672 3.13538 0.003 -0.008 0.008 0.1219
H 1.42078 -2.05887 -3.00576 0.016 0.013 -0.009 0.1467
H -0.38989 0.43343 -4.99916 -0.009 0.008 0.000 0.1101
H 1.85881 -0.54258 -4.85423 -0.018 -0.023 0.005 0.1602
```
Positions in Å, forces in eV/Å.

Output
Strongest force on any atom ... 0.39 eV Å⁻¹
Gap between HOMO and LUMO ... 8.1294 eV
E_tot ... -68070.4488 eV
Total charge ... +2

We obtain energy relative to the best compared isomer or geometry (same formula, charge and spin) values of 2.775 0.370 eV for the records listed above, in that order.